# 1
Molecular formula: C21H33N6OPS3SiSr
Method: DFT, wB97M-V/def2-TZVPD

Geometry as ORCA input:
```
! wB97M-V def2-TZVPD RIJCOSX def2/J DEFGRID3
* xyz -2 1
Sr -0.155 1.090 -0.819
S -0.665 3.480 1.534
S -2.513 0.000 -2.296
S -1.335 3.256 -2.494
P -1.611 -0.017 1.873
Si 1.421 -2.369 -1.538
O 0.915 -0.981 -0.953
N 1.896 2.091 0.986
N -5.408 0.719 -4.439
N 1.647 2.231 2.316
N 0.531 3.386 3.900
N 2.315 1.817 -1.652
N -4.037 4.300 -4.747
C -3.223 1.323 -3.180
C 1.936 -2.284 -3.356
C -2.601 -2.247 0.471
C -4.430 0.996 -3.891
C -1.600 -0.487 4.719
C -2.747 2.603 -3.268
C 0.588 2.983 2.571
C 0.127 -3.747 -1.449
C 4.208 0.432 -1.213
C -3.901 1.369 0.948
C 2.936 -3.060 -0.616
C -3.212 0.842 2.205
C 3.774 1.189 -3.439
C -0.814 0.070 3.536
C 2.687 1.138 0.638
C -2.098 -1.799 1.839
C -3.479 3.537 -4.085
C 3.229 0.083 1.553
C 4.560 0.473 -2.555
C 2.648 1.833 -2.935
C 3.080 1.129 -0.793
H -0.130 -3.987 -0.413
H -1.194 -2.361 2.102
H 4.790 -0.134 -0.501
H 2.755 -1.574 -3.499
H 1.131 2.859 4.515
H 4.000 1.225 -4.496
H 2.716 -3.191 0.448
H -0.791 -3.438 -1.955
H 2.259 -3.262 -3.727
H 1.967 2.377 -3.582
H -3.875 0.179 2.772
H 0.492 -4.661 -1.929
H -3.487 -1.694 0.156
H -0.391 3.603 4.237
H 4.262 0.299 1.847
H 3.201 -0.888 1.061
H -2.571 0.002 4.818
H -1.842 -2.078 -0.292
H -0.576 1.123 3.695
H -1.058 -0.336 5.657
H -2.957 1.688 2.851
H -4.136 0.579 0.234
H -2.848 -3.312 0.471
H 1.095 -1.946 -3.968
H 5.431 -0.067 -2.908
H 3.242 -4.031 -1.020
H 2.621 0.061 2.455
H 0.151 -0.437 3.438
H -1.779 -1.558 4.614
H -2.843 -2.006 2.615
H -3.260 2.078 0.421
H -4.827 1.887 1.208
H 3.787 -2.380 -0.700
*
```

For the HOMO-LUMO gap, the calculation gives 5.47 eV. Its HOMO energy is -1.1593 eV. As for the LUMO energy: 0.159 Ha.

# 2
Molecular formula: C21H34BF2NO2PRuS2Si
Method: DFT, wB97M-V/def2-TZVPD

Geometry as ORCA input:
```
! wB97M-V def2-TZVPD RIJCOSX def2/J DEFGRID3
* xyz 0 6
Ru 1.483 -0.619 0.666
S 1.396 1.701 1.323
S -0.344 4.558 1.490
P 0.033 2.984 0.448
Si 1.363 -2.820 -1.730
F 4.258 -0.054 2.219
F 4.480 -0.354 -0.010
O -1.206 2.071 -0.028
O 0.737 3.228 -0.951
N 0.491 -1.842 -0.547
C 0.075 3.627 -3.138
C -2.505 1.841 0.617
C 0.528 -1.728 3.026
C 0.547 4.351 -1.920
C -1.774 -2.438 0.184
C -1.546 -1.034 -1.768
C 2.259 -1.685 -2.911
C -3.588 2.613 -0.125
C 2.867 -1.785 4.436
C 2.762 -3.806 -0.984
C -0.306 5.565 -1.551
C 2.562 -2.858 3.652
C -2.402 2.053 2.108
C 1.342 -2.874 2.985
C -2.888 -0.871 -1.794
C 2.085 -0.637 4.505
C -0.917 -1.742 -0.705
C 0.050 -3.919 -2.468
C -3.144 -2.261 0.140
C -3.707 -1.448 -0.828
C 0.927 -0.602 3.734
B 3.678 -0.323 1.023
H 0.195 6.113 -0.747
H -0.418 6.122 -2.459
H 2.547 -3.921 0.090
H -3.420 -0.269 -2.505
H -0.888 -0.655 -2.549
H -3.400 2.479 -1.185
H -1.621 1.445 2.567
H -0.992 3.429 -3.126
H -0.465 -1.688 2.624
H 1.088 -3.799 2.544
H -2.318 3.129 2.328
H -4.542 2.189 0.201
H 2.473 0.268 5.090
H -0.550 -4.323 -1.626
H -2.660 0.756 0.433
H -4.742 -1.193 -0.778
H -3.751 -2.725 0.889
H 1.529 4.709 -2.093
H 3.849 -1.712 4.950
H -1.255 5.294 -1.203
H 0.510 2.680 -3.354
H 3.237 -3.750 3.653
H 0.266 0.298 3.613
H 2.851 -2.060 -3.775
H 0.205 4.193 -4.047
H 2.855 -4.760 -1.435
H 0.432 -4.755 -3.057
H -3.580 3.662 0.149
H -3.354 1.729 2.581
H 3.738 -3.321 -1.002
H 1.590 -0.943 -3.349
H -1.280 -3.076 0.903
H 2.938 -1.088 -2.344
H -0.664 -3.342 -3.076
*
```

As for the expectation value of S²: 8.769. For the HOMO-LUMO gap (spin up / spin down), the calculation gives 7.84 / 6.72 eV. Its HOMO energy (spin up / spin down) is -7.2629 / -8.3971 eV. As for the LUMO energy (spin up / spin down): 0.021 / -0.061 Ha.

# 3
Molecular formula: C21H34BN6O4S4Ta
Method: DFT, wB97M-V/def2-TZVPD

Geometry as ORCA input:
```
! wB97M-V def2-TZVPD RIJCOSX def2/J DEFGRID3
* xyz 2 1
Ta 0.474 -0.493 -0.057
S -1.062 -1.652 1.437
S 1.201 1.384 1.300
S -1.413 0.813 -0.959
S 2.320 -1.766 -0.592
O 3.475 -2.484 -0.902
O 2.052 -0.444 -1.283
O 0.964 -2.380 -0.779
O 2.148 -1.298 0.845
N -4.008 -0.102 -0.448
N -1.251 2.567 1.564
N 0.033 -1.190 3.956
N 0.243 3.953 0.740
N -2.942 0.677 1.313
N -1.064 0.509 3.084
C -0.528 0.915 4.272
C -1.873 3.755 1.305
C 1.565 5.972 1.052
C 1.458 4.662 0.262
C 0.665 -2.495 4.269
C -5.907 -0.059 -1.971
C 2.728 3.850 0.478
C -4.338 -2.038 -1.877
C 0.367 -3.553 3.213
C 0.154 -0.127 4.808
C -3.609 0.132 -2.893
C -0.696 -0.774 2.909
C 0.108 -2.956 5.620
C 1.271 4.940 -1.231
C -2.865 0.448 -0.011
C -4.165 0.225 1.724
C 0.036 2.702 1.191
C 2.175 -2.255 4.318
C -4.454 -0.515 -1.803
C -0.956 4.607 0.791
C -4.819 -0.263 0.641
B -2.020 1.439 2.294
H -4.136 0.042 -3.839
H 3.580 4.481 0.240
H 2.459 -1.570 5.112
H -0.682 1.901 4.659
H -4.678 -2.371 -2.854
H 1.548 5.780 2.122
H 2.826 3.530 1.511
H 2.768 2.988 -0.182
H -0.700 -3.728 3.101
H -2.908 3.919 1.522
H 0.413 5.579 -1.421
H -3.452 1.188 -2.694
H 2.155 5.444 -1.611
H -5.794 -0.700 0.584
H 2.680 -3.199 4.495
H -6.003 0.995 -1.719
H -4.948 -2.524 -1.121
H -3.304 -2.351 -1.744
H -1.068 5.621 0.468
H 0.491 -3.946 5.848
H 0.810 -3.294 2.252
H -2.732 1.952 3.084
H 2.506 6.457 0.811
H 1.145 4.011 -1.782
H -0.977 -3.013 5.586
H -4.484 0.290 2.743
H 2.521 -1.858 3.364
H 0.824 -4.487 3.531
H 0.772 6.672 0.808
H 0.709 -0.176 5.721
H -6.602 -0.640 -1.373
H -6.206 -0.180 -3.009
H 0.399 -2.296 6.432
H -2.648 -0.363 -3.003
*
```

For the HOMO-LUMO gap, the calculation gives 7.17 eV. Its HOMO energy is -14.9823 eV. As for the LUMO energy: -0.287 Ha.

# 4
Molecular formula: C21H34Cl2InNPS
Method: DFT, wB97M-V/def2-TZVPD

Geometry as ORCA input:
```
! wB97M-V def2-TZVPD RIJCOSX def2/J DEFGRID3
* xyz -1 1
In -0.125 0.065 -1.597
Cl 1.445 -1.684 -1.332
Cl -2.144 -0.527 -2.675
S 0.424 -0.206 1.824
P 0.016 0.036 -5.011
N -0.598 -0.133 0.580
C 1.819 -0.975 -7.119
C 0.001 1.810 -5.682
C -1.004 -3.410 3.916
C 0.759 2.059 3.361
C -2.558 -0.246 -6.125
C -1.278 0.814 3.817
C 0.922 -2.557 5.111
C -1.178 -2.320 -5.893
C 1.185 -1.688 4.055
C 1.681 -0.573 -5.641
C -0.118 1.008 3.058
C -1.546 1.660 4.902
C 0.014 1.982 -7.209
C -0.754 -2.523 2.861
C -1.141 -0.821 -6.201
C 0.297 -1.617 2.963
C 2.206 -1.721 -4.776
C -1.108 2.654 -5.048
C -0.188 -3.416 5.058
C 0.482 2.899 4.442
C -0.687 2.724 5.194
H 0.223 1.989 -1.410
H 1.205 3.680 4.697
H -2.899 -0.198 -5.083
H 0.757 1.799 -2.007
H -1.883 -4.063 3.870
H 2.029 -1.003 4.104
H -1.406 -2.470 1.989
H 1.334 -1.939 -7.330
H -1.559 0.000 0.877
H -1.006 3.679 -5.421
H -2.420 1.474 5.536
H -0.221 -2.810 -6.087
H 3.283 -1.827 -4.963
H 1.412 -0.241 -7.825
H -0.650 1.278 -7.724
H -0.432 -4.044 5.926
H -1.016 2.682 -3.959
H -2.110 2.290 -5.301
H 2.064 -1.538 -3.703
H 1.677 2.156 2.778
H -3.235 -0.919 -6.667
H 2.311 0.317 -5.464
H 0.970 2.156 -5.279
H -1.940 -2.779 -6.532
H 2.893 -1.094 -7.332
H -0.333 2.997 -7.454
H -1.924 -0.042 3.608
H -1.459 -2.510 -4.848
H 1.558 -2.525 6.011
H -2.633 0.754 -6.566
H -0.763 -0.681 -7.230
H -0.914 3.407 6.023
H 1.019 1.868 -7.632
H 1.719 -2.677 -5.013
*
```

For the HOMO-LUMO gap (spin up / spin down), the calculation gives 3.45 / 4.92 eV. Its HOMO energy (spin up / spin down) is -0.9167 / -2.3531 eV. As for the LUMO energy (spin up / spin down): 0.093 / 0.094 Ha.

# 5
Molecular formula: C21H34Cl2NPSYb
Method: DFT, wB97M-V/def2-TZVPD

Geometry as ORCA input:
```
! wB97M-V def2-TZVPD RIJCOSX def2/J DEFGRID3
* xyz -1 2
Yb -0.134 -0.089 0.295
Cl 0.975 1.163 -1.566
Cl -2.437 -0.645 0.301
S 0.676 -0.112 4.368
P 0.211 0.053 -3.956
N -0.096 -0.192 2.983
C -1.049 -3.270 6.360
C 0.120 1.994 -6.127
C -0.979 -2.269 -4.984
C -0.817 2.713 -3.909
C -1.660 2.038 6.982
C -2.356 -0.125 -5.162
C -1.217 1.044 6.103
C 0.395 3.264 6.637
C -0.961 -0.755 -5.228
C 0.364 -1.528 5.457
C -0.864 3.159 7.239
C 0.025 1.167 5.478
C 0.845 2.271 5.760
C -0.066 -3.596 7.300
C 1.897 -0.491 -4.681
C -0.830 -2.246 5.427
C 2.525 -1.642 -3.898
C 1.894 -0.862 -6.166
C 0.232 1.849 -4.608
C 1.348 -1.839 6.417
C 1.130 -2.872 7.337
H -2.393 0.874 -5.616
H 2.511 0.415 -4.534
H 1.327 -1.782 -6.340
H 2.571 -1.439 -2.822
H 1.233 2.192 -4.300
H 1.831 2.325 5.290
H 2.928 -1.053 -6.477
H -0.074 3.045 -6.383
H -1.829 0.159 5.914
H -0.232 -4.408 8.010
H -1.584 -2.001 4.682
H 3.551 -1.791 -4.270
H -0.555 -0.587 -6.238
H 0.433 2.121 1.063
H -1.996 -3.812 6.345
H -1.747 -2.733 -5.620
H 1.492 -0.085 -6.819
H 1.037 1.699 -6.645
H -1.223 -2.507 -3.941
H 1.900 -3.102 8.079
H 1.019 1.758 1.404
H -2.717 -0.038 -4.129
H 1.980 -2.583 -4.062
H 2.273 -1.259 6.434
H -3.070 -0.758 -5.707
H -1.218 3.946 7.905
H -1.838 2.406 -4.177
H 1.042 4.119 6.851
H -0.677 3.757 -4.229
H -2.624 1.931 7.473
H -0.019 -2.747 -5.219
H -0.713 1.408 -6.531
H -1.083 -0.326 3.268
H -0.705 2.673 -2.821
*
```

As for the expectation value of S²: 0.767. For the HOMO-LUMO gap (spin up / spin down), the calculation gives 3.15 / 7.07 eV. Its HOMO energy (spin up / spin down) is -0.8191 / -4.8564 eV. As for the LUMO energy (spin up / spin down): 0.086 / 0.081 Ha.

# 6
Molecular formula: C21H34IN6O3
Method: DFT, wB97M-V/def2-TZVPD

Geometry as ORCA input:
```
! wB97M-V def2-TZVPD RIJCOSX def2/J DEFGRID3
* xyz 0 2
I -1.631 1.492 -1.598
O -3.395 0.494 1.148
O 2.438 -1.225 -0.191
O -2.666 0.825 3.221
N 2.958 5.082 -1.017
N 1.195 -5.445 -1.139
N 4.795 3.459 2.540
N 1.883 -0.650 0.809
N -6.047 -3.040 -0.852
N -3.272 -3.616 -4.287
C -0.511 -0.560 0.261
C 0.556 -2.715 0.855
C -7.192 -4.899 -2.268
C -6.552 -3.864 -1.470
C 6.240 5.153 1.199
C -1.295 1.673 1.383
C -2.541 0.950 1.873
C 0.788 -5.057 -2.138
C 2.156 1.327 2.318
C 2.039 0.836 0.855
C 3.351 1.192 0.137
C 0.271 -1.035 2.681
C 5.437 4.206 1.954
C 1.851 5.351 -0.886
C -3.252 -2.260 -2.068
C 0.551 -1.203 1.170
C -0.530 0.971 0.237
C 0.895 1.542 0.076
C -3.263 -3.007 -3.314
C 0.450 5.703 -0.721
C 0.291 -4.566 -3.415
H 1.205 1.671 2.720
H 0.927 -3.764 -3.786
H -0.267 -3.192 1.391
H -0.724 -4.185 -3.316
H -6.538 -5.203 -3.083
H -0.185 4.825 -0.823
H -0.636 1.900 2.220
H 3.274 1.034 -0.940
H 0.872 2.581 0.431
H -8.124 -4.528 -2.690
H 4.174 0.598 0.538
H -7.411 -5.770 -1.653
H 0.278 -5.367 -4.152
H -1.649 2.638 1.004
H 3.560 2.252 0.299
H -2.276 -1.807 -1.894
H 0.281 6.143 0.260
H -0.258 -0.889 -0.753
H -3.995 -1.466 -2.082
H -0.283 -0.131 2.922
H 0.150 6.428 -1.476
H -1.492 -0.977 0.496
H 1.490 -3.187 1.155
H 1.214 -0.981 3.225
H 6.318 6.097 1.735
H 5.773 5.335 0.233
H 1.155 1.597 -0.982
H 0.386 -2.885 -0.208
H 2.852 2.166 2.391
H -0.313 -1.876 3.053
H -3.485 -2.913 -1.231
H 7.243 4.759 1.040
H -2.082 1.450 3.668
H 2.567 0.531 2.937
*
```

As for the expectation value of S²: 0.754. For the HOMO-LUMO gap (spin up / spin down), the calculation gives 8.31 / 9.53 eV. Its HOMO energy (spin up / spin down) is -8.1379 / -9.3812 eV. As for the LUMO energy (spin up / spin down): 0.006 / 0.006 Ha.

# 7
Molecular formula: C21H34N2O
Method: DFT, wB97M-V/def2-TZVPD

Geometry as ORCA input:
```
! wB97M-V def2-TZVPD RIJCOSX def2/J DEFGRID3
* xyz 0 1
O 1.473 3.632 0.271
N 1.916 0.877 0.129
N 0.579 -0.513 -2.015
C 0.466 0.713 0.118
C 2.756 -1.119 1.509
C -4.193 -0.880 -4.081
C -0.005 -0.507 -0.689
C 0.003 -2.104 2.714
C -1.340 -1.835 2.906
C 0.580 -0.179 4.006
C 2.022 -0.589 -1.907
C 0.020 -1.567 -2.840
C -1.400 -1.287 -3.245
C 2.629 0.406 1.296
C -1.727 -0.730 3.645
C -3.303 0.310 -3.736
C -1.901 -0.069 -3.359
C 0.140 3.219 0.422
C -0.764 0.093 4.201
C 2.529 0.653 -1.167
C 0.980 -1.274 3.252
C -3.921 1.122 -2.592
C 2.430 -1.530 2.953
C -0.205 1.988 -0.419
H -2.775 -0.514 3.791
H 3.630 0.849 1.257
H -1.285 1.843 -0.405
H -1.091 -0.468 -0.789
H -5.182 -0.533 -4.372
H 2.067 -1.639 0.845
H 3.766 -1.450 1.259
H 2.648 -2.594 3.074
H -0.479 4.069 0.117
H 2.347 -1.511 -1.389
H 2.116 0.839 2.159
H -4.303 -1.538 -3.221
H -4.920 1.459 -2.859
H -2.086 -2.488 2.477
H -1.058 0.952 4.787
H -0.075 3.002 1.481
H -1.989 -2.166 -3.463
H 3.065 -0.972 3.643
H -3.773 -1.449 -4.907
H 1.325 0.466 4.451
H 0.068 -2.548 -2.330
H 0.107 2.155 -1.450
H -3.311 1.995 -2.368
H -3.242 0.962 -4.617
H -1.256 0.770 -3.134
H 0.140 0.571 1.155
H -3.991 0.511 -1.694
H 0.299 -2.972 2.141
H 0.634 -1.645 -3.746
H 2.309 1.522 -1.797
H 0.243 -1.437 -0.143
H 2.010 2.824 0.321
H 2.452 -0.598 -2.912
H 3.611 0.591 -1.038
*
```

For the HOMO-LUMO gap, the calculation gives 8.90 eV. Its HOMO energy is -8.1134 eV. As for the LUMO energy: 0.029 Ha.